This record from the OMol25 dataset describes a structure of composition C22H26Br2CrN4O3S. The level of theory is ωB97M-V with the def2-TZVPD basis set.

Each line ends with the natural charge from an NBO analysis.
Geometry (Å):
1 Cr -0.41603 0.68886 -0.34582  1.346
2 N 1.84599 0.61933 -0.67084  -0.716
3 N 2.62422 1.57687 -1.31166  -0.444
4 C 2.06088 2.75505 -1.64734  0.237
5 N 2.98315 3.65583 -2.18038  -0.832
6 S 0.46692 3.09040 -1.47245  -0.117
7 H 2.05901 0.52146 0.31991  0.409
8 H 1.79942 -0.31261 -1.12873  0.448
9 H 3.62192 1.55696 -1.16255  0.369
10 H 3.62709 3.23407 -2.83730  0.367
11 H 2.51337 4.45621 -2.57368  0.394
12 Br 1.48348 -1.06035 4.28263  -0.027
13 C 0.35842 0.43708 3.93167  -0.201
14 C -0.06811 1.17785 5.02750  -0.275
15 C -0.86724 2.27918 4.81540  -0.128
16 Br -1.41709 3.27591 6.35875  -0.062
17 C -1.26910 2.68654 3.52867  -0.098
18 C -2.05810 3.83351 3.23807  -0.336
19 C -2.27224 4.15420 1.88423  -0.295
20 C -1.81792 3.32975 0.88892  -0.009
21 N -1.14858 2.17306 1.13505  -0.626
22 C -0.82766 1.89263 2.43874  0.092
23 C 0.00665 0.74803 2.61198  0.370
24 O 0.39052 0.07702 1.56532  -0.856
25 H 0.22606 0.89025 6.02649  0.214
26 H -2.41685 4.46844 4.03452  0.195
27 H -2.80174 5.05994 1.60945  0.186
28 H -1.93955 3.60029 -0.14190  0.184
29 O -1.44974 0.66418 -1.59820  -0.851
30 C 1.36152 -0.62779 -4.12592  -0.599
31 C 0.60236 -1.95916 -4.15146  -0.216
32 C -0.89246 -1.69750 -3.95291  -0.614
33 C 1.12702 -3.00484 -3.18037  -0.103
34 C 1.53917 -4.22533 -3.69125  -0.211
35 C 1.97603 -5.25886 -2.86650  -0.327
36 C 1.97823 -5.02814 -1.49794  -0.204
37 C 1.58144 -3.82002 -0.93483  -0.113
38 C 1.66907 -3.66882 0.57009  -0.217
39 C 2.80188 -2.71887 0.96556  -0.599
40 C 0.34625 -3.24298 1.20760  -0.609
41 C 1.14182 -2.75175 -1.76731  0.383
42 O 0.75502 -1.59859 -1.32624  -0.855
43 H 1.07738 -0.01611 -4.98906  0.183
44 H 2.44399 -0.78614 -4.15770  0.186
45 H 1.10532 -0.06142 -3.23323  0.230
46 H 0.74367 -2.39086 -5.15126  0.168
47 H -1.06837 -1.20992 -2.99240  0.270
48 H -1.45733 -2.63325 -3.98823  0.187
49 H -1.27249 -1.03405 -4.73664  0.180
50 H 1.50959 -4.37517 -4.76840  0.177
51 H 2.29532 -6.21050 -3.27553  0.180
52 H 2.30996 -5.81732 -0.82674  0.178
53 H 1.93252 -4.66096 0.95868  0.171
54 H 2.55029 -1.70066 0.67202  0.219
55 H 3.73600 -3.01714 0.48080  0.185
56 H 2.95084 -2.71030 2.04616  0.199
57 H 0.11287 -2.21204 0.94413  0.251
58 H 0.40558 -3.30515 2.29795  0.194
59 H -0.46715 -3.88680 0.86267  0.189

Kohn-Sham gap (alpha / beta) = 0.129 / 0.213 hartree
<S²> = 6.083
E_HOMO (alpha / beta) = 0.0290 / -0.0557 Ha
LUMO (alpha / beta) = 4.31 / 4.27 eV
multiplicity = 5
total charge = -2
energy above the lowest of the compared OMol25 structures with the same formula, charge and spin = 0.0 kJ/mol

---

This record from the OMol25 dataset describes a structure of composition C22H26BrN9O5Ti. The level of theory is ωB97M-V with the def2-TZVPD basis set.

Each line ends with the natural charge from an NBO analysis.
Geometry (Å):
1 Ti 0.25098 -0.07071 -0.20341  1.515
2 O 1.17380 0.91455 -4.28407  -0.699
3 C -0.08493 0.81964 -4.75051  0.411
4 C -0.29098 1.04815 -6.10380  -0.312
5 C -1.56767 1.01765 -6.65272  -0.228
6 C -2.65681 0.72297 -5.84258  -0.276
7 C -2.46527 0.43011 -4.50890  -0.169
8 C -1.18643 0.46647 -3.93246  -0.175
9 C -0.97510 0.08754 -2.55045  0.452
10 O 0.14851 0.40023 -1.95655  -0.728
11 N -1.85645 -0.67854 -1.92166  -0.321
12 N -1.28604 -1.20086 -0.80674  -0.440
13 C -2.05022 -1.97231 -0.03445  -0.219
14 C -1.42148 -2.96043 0.74348  0.140
15 C -2.06861 -3.70015 1.76726  -0.308
16 C -1.34628 -4.60980 2.49474  -0.200
17 C 0.00364 -4.82050 2.19247  -0.435
18 C 0.54798 -4.09174 1.13635  0.068
19 N -0.11088 -3.19762 0.44394  -0.474
20 H 1.14523 0.74564 -3.30987  0.529
21 H 0.57664 1.24383 -6.71884  0.202
22 H -1.70906 1.22664 -7.70697  0.188
23 H -3.65476 0.71439 -6.26473  0.190
24 H -3.29364 0.17068 -3.86670  0.228
25 H -3.13742 -1.91128 -0.10992  0.173
26 H -3.11260 -3.50923 1.97957  0.190
27 H -1.81179 -5.16564 3.30260  0.181
28 H 0.60100 -5.52585 2.75453  0.187
29 H 1.58123 -4.22973 0.83160  0.181
30 N -0.39092 3.02079 -1.84677  -0.830
31 C -1.80942 2.86990 -1.51933  -0.292
32 C -1.96127 2.44129 -0.05352  0.641
33 O -2.67830 3.14029 0.68760  -0.740
34 N -1.24713 1.39459 0.32958  -0.716
35 C -1.09562 1.28238 1.75914  -0.365
36 C 0.42724 1.34694 2.02911  0.796
37 O 0.84328 1.61819 3.15405  -0.707
38 O 1.15088 1.13415 1.00382  -0.756
39 H 0.15200 3.09591 -0.98981  0.369
40 H -0.22029 3.84349 -2.41328  0.346
41 H -2.24880 2.12819 -2.19741  0.196
42 H -2.36857 3.81330 -1.63395  0.174
43 H -1.53173 0.34409 2.13462  0.199
44 H -1.57761 2.12711 2.27922  0.245
45 Br 2.36660 -1.10845 -1.09278  -0.508
46 C 1.94416 -3.64056 5.56014  -0.616
47 C 2.44722 -2.27253 6.01611  -0.212
48 C 3.90469 -2.06621 5.61205  -0.624
49 C 1.57028 -1.15752 5.41474  -0.205
50 N 1.33223 -1.35629 4.02055  -0.215
51 C 0.17341 -1.24425 3.30661  0.232
52 N 0.47094 -1.22888 2.02573  -0.329
53 N 1.78901 -1.34374 1.94036  0.015
54 N 2.33835 -1.41537 3.09382  -0.073
55 H 2.50866 -4.44096 6.03660  0.197
56 H 2.06085 -3.73514 4.48345  0.235
57 H 0.88978 -3.76321 5.80493  0.204
58 H 2.36233 -2.20429 7.10985  0.187
59 H 3.96537 -2.01006 4.52780  0.253
60 H 4.52913 -2.88439 5.96881  0.192
61 H 4.28306 -1.13497 6.02949  0.197
62 H 2.06682 -0.18891 5.55818  0.223
63 H 0.59722 -1.12435 5.91393  0.209
64 H -0.79726 -1.19220 3.75315  0.228

Kohn-Sham gap (alpha / beta) = 0.141 / 0.142 hartree
E_HOMO (alpha / beta) = 0.0183 / 0.0170 Ha
LUMO (alpha / beta) = 4.32 / 4.32 eV
total charge = -2
energy above the lowest of the compared OMol25 structures with the same formula, charge and spin = 500.3 kJ/mol

---

This record from the OMol25 dataset describes an isolated molecule of C22H26Cl2N4O2. The level of theory is ωB97M-V with the def2-TZVPD basis set.

Each line ends with the natural charge from an NBO analysis.
Geometry (Å):
1 C -1.71751 1.66550 -1.26908  -0.649
2 C -1.42230 0.21919 -1.45792  0.155
3 C -0.59654 -0.38843 -2.35433  -0.260
4 C -0.79224 -1.79660 -2.24420  -0.196
5 C -0.22883 -2.83624 -3.06516  0.123
6 N 0.85238 -2.86925 -3.74008  -0.277
7 N 1.79301 -1.86942 -3.58369  -0.463
8 C 2.30885 -1.49094 -2.39095  0.667
9 O 1.87442 -1.87034 -1.31657  -0.634
10 C 3.49256 -0.54626 -2.50466  -0.591
11 C 3.27681 0.68397 -1.61342  0.693
12 O 3.30886 1.81287 -2.05577  -0.629
13 N 3.10590 0.36326 -0.31965  -0.626
14 C 2.75785 1.34006 0.69053  -0.045
15 C 3.56920 1.09346 1.96241  -0.402
16 C 3.20105 2.11570 3.03411  -0.396
17 C 1.70691 2.06128 3.33845  -0.396
18 C 0.89764 2.30799 2.06866  -0.400
19 C 1.26032 1.28167 0.99991  -0.406
20 C -1.75440 -1.99055 -1.26804  0.215
21 C -2.28449 -3.26501 -0.71411  -0.660
22 N -2.11759 -0.76588 -0.78465  -0.385
23 C -3.03775 -0.53589 0.25014  0.235
24 C -2.63325 0.09590 1.42265  -0.233
25 C -3.54334 0.32432 2.43599  -0.205
26 C -4.86251 -0.08310 2.29726  -0.072
27 Cl -5.98769 0.20340 3.56835  0.041
28 C -5.26738 -0.72729 1.13002  -0.050
29 Cl -6.89843 -1.24719 0.94285  0.041
30 C -4.35802 -0.94965 0.10960  -0.250
31 H -1.60519 1.98120 -0.23366  0.216
32 H -1.04341 2.25100 -1.88833  0.239
33 H -2.74357 1.88284 -1.57103  0.222
34 H 0.05377 0.11268 -3.04354  0.229
35 H -0.82903 -3.73195 -3.18380  0.192
36 H 2.33704 -1.72528 -4.42378  0.400
37 H 4.38297 -1.06763 -2.14702  0.250
38 H 3.65451 -0.21063 -3.52819  0.233
39 H 2.85542 -0.60096 -0.12392  0.426
40 H 3.00807 2.32067 0.27152  0.223
41 H 4.63459 1.15425 1.73419  0.215
42 H 3.35844 0.08537 2.32798  0.192
43 H 3.77359 1.91972 3.94286  0.209
44 H 3.46202 3.11620 2.68265  0.197
45 H 1.45415 2.80964 4.09220  0.208
46 H 1.45511 1.07843 3.74423  0.192
47 H 1.11193 3.31011 1.69109  0.200
48 H -0.17102 2.25964 2.29366  0.198
49 H 0.70535 1.46750 0.07983  0.218
50 H 1.01286 0.27413 1.34676  0.193
51 H -1.49349 -4.01036 -0.68143  0.238
52 H -2.66952 -3.11853 0.29296  0.230
53 H -3.09160 -3.65599 -1.33624  0.223
54 H -1.60202 0.38846 1.54143  0.235
55 H -3.23631 0.81252 3.34715  0.236
56 H -4.67818 -1.43953 -0.79622  0.242

Kohn-Sham gap = 0.314 hartree
E_HOMO = -0.2962 Ha
LUMO = 0.48 eV
SMILES = Cc1cc(/C=N\NC(=O)CC(=O)NC2CCCCC2)c(C)n1-c1ccc(Cl)c(Cl)c1
energy above the lowest of the compared OMol25 structures with the same formula, charge and spin = 57.7 kJ/mol

---

This record from the OMol25 dataset describes a structure of composition C22H26Cl3HfNO. The level of theory is ωB97M-V with the def2-TZVPD basis set.

Each line ends with the natural charge from an NBO analysis.
Geometry (Å):
1 C -0.68266 -2.84207 -2.14070  -0.123
2 C -1.70282 -2.04198 -2.74735  -0.146
3 C -2.82836 -2.02736 -1.89187  -0.175
4 C -1.59359 -1.31970 -4.05015  -0.617
5 C -2.55228 -2.84875 -0.79027  -0.077
6 C -1.22805 -3.33782 -0.92926  -0.117
7 C -0.52565 -4.24114 0.00399  -0.620
8 C 0.64614 -3.11065 -2.67162  -0.622
9 C -4.04528 -1.23046 -2.12368  -0.613
10 C -3.45422 -3.11234 0.36233  -0.633
11 Hf -0.19294 1.83816 -0.98702  1.868
12 Cl -1.06070 3.64915 -1.83915  -0.436
13 Cl 1.12546 0.57606 -2.58069  -0.445
14 Cl -1.68952 0.36592 0.17469  -0.409
15 H -0.64151 -1.52722 -4.52037  0.199
16 H -1.63695 -0.23175 -3.86834  0.161
17 H -2.42062 -1.57488 -4.71547  0.175
18 H -3.79991 -0.22866 -2.49515  0.176
19 H -4.60839 -1.11376 -1.18580  0.189
20 H -4.71008 -1.71481 -2.85390  0.167
21 H -3.94391 -2.18444 0.67355  0.177
22 H -2.89336 -3.47101 1.22941  0.200
23 H -4.21959 -3.85930 0.11063  0.166
24 H -0.96093 -4.18082 1.00279  0.188
25 H 0.54561 -4.07745 0.06296  0.248
26 H -0.58736 -5.28957 -0.29158  0.148
27 H 1.01426 -2.23536 -3.22550  0.183
28 H 0.65301 -3.98028 -3.34439  0.158
29 H 1.35721 -3.41781 -1.88935  0.231
30 O 1.95558 -2.05991 1.21629  -1.328
31 H 1.45966 -1.11287 1.01870  0.358
32 C 5.23181 1.14046 2.07027  -0.269
33 C 4.78855 0.72993 0.82718  -0.175
34 C 3.45605 0.91095 0.45875  -0.209
35 C 2.55970 1.69956 1.23020  0.264
36 C 3.01962 2.07860 2.53359  -0.312
37 C 4.34554 1.79918 2.93447  -0.211
38 N 1.32492 2.07929 0.68819  -0.833
39 C 0.58884 2.98480 1.52395  0.119
40 C -0.25660 2.57985 2.60409  -0.233
41 C -1.03523 3.55322 3.23504  -0.160
42 C -0.95926 4.89221 2.86839  -0.244
43 C -0.11938 5.28701 1.83539  -0.224
44 C 0.67174 4.35505 1.15596  -0.240
45 H 6.23732 0.95689 2.37116  0.189
46 H 5.48339 0.29426 0.09902  0.200
47 H 3.13492 0.58607 -0.51479  0.228
48 H 2.33321 2.54476 3.24398  0.204
49 H 4.67276 2.10566 3.94247  0.191
50 H -0.29963 1.52700 2.87314  0.258
51 H -1.69212 3.23449 4.06031  0.202
52 H -1.58008 5.64145 3.36217  0.200
53 H -0.06215 6.32996 1.48352  0.201
54 H 1.37785 4.63226 0.39982  0.223

Kohn-Sham gap = 0.128 hartree
E_HOMO = 0.0201 Ha
LUMO = 4.04 eV
total charge = -2

---

no.,strongest force on any atom (eV Å⁻¹)
1,1.01
2,2.62
3,0.84
4,8.00